{
  "formula": "C52H124N4O12",
  "method": "ωB97M-V with the def2-TZVPD basis set",
  "homo_energy_ev": -8.22,
  "molar_mass_g_mol": 997.58,
  "smiles": "CC1(C)CCCC(C)(C)N1O.CC1(C)CCCC(C)(C)N1O.CC1(C)CCCC(C)(C)N1O.CC1(C)CCCC(C)(C)N1O.CCO.CCO.CCO.CCO.CCO.CCO.CCO.CCO",
  "total_energy_ha": -3177.1440,
  "largest_force_ev_per_a": 3.25,
  "e_above_lowest_kcal_mol": 133.0,
  "elements": ["C", "C", "O", "H", "H", "H", "H", "H", "H", "C", "C", "O", "H", "H", "H", "H", "H", "H", "C", "C", "O", "H", "H", "H", "H", "H", "H", "C", "C", "O", "H", "H", "H", "H", "H", "H", "C", "C", "O", "H", "H", "H", "H", "H", "H", "C", "C", "O", "H", "H", "H", "H", "H", "H", "C", "C", "O", "H", "H", "H", "H", "H", "H", "C", "C", "O", "H", "H", "H", "H", "H", "H", "C", "C", "C", "C", "C", "C", "N", "O", "C", "C", "C", "H", "H", "H", "H", "H", "H", "H", "H", "H", "H", "H", "H", "H", "H", "H", "H", "H", "H", "H", "C", "C", "C", "C", "C", "C", "N", "O", "C", "C", "C", "H", "H", "H", "H", "H", "H", "H", "H", "H", "H", "H", "H", "H", "H", "H", "H", "H", "H", "H", "C", "C", "C", "C", "C", "C", "N", "O", "C", "C", "C", "H", "H", "H", "H", "H", "H", "H", "H", "H", "H", "H", "H", "H", "H", "H", "H", "H", "H", "H", "C", "C", "C", "C", "C", "C", "N", "O", "C", "C", "C", "H", "H", "H", "H", "H", "H", "H", "H", "H", "H", "H", "H", "H", "H", "H", "H", "H", "H", "H"],
  "positions_angstrom": [[24.704662, 5.346817, -5.812451], [23.182700, 5.281796, -5.647076], [22.792437, 4.142701, -4.885951], [25.181789, 5.068038, -4.872906], [24.989670, 6.354150, -6.115994], [25.087630, 4.677004, -6.582379], [22.652502, 5.216949, -6.597225], [22.696805, 6.097875, -5.112275], [21.835796, 4.089177, -4.945798], [24.427162, 10.254477, -0.767164], [25.141413, 11.349637, 0.004578], [25.320250, 12.503849, -0.779208], [23.399460, 10.585528, -0.916616], [24.456671, 9.307788, -0.227729], [24.946787, 10.028559, -1.698317], [26.103356, 10.998556, 0.378079], [24.656219, 11.686811, 0.920549], [26.002229, 13.037190, -0.364418], [26.147586, -0.958920, -3.849046], [25.164806, -1.092832, -2.743606], [24.900877, 0.208553, -2.236433], [25.824998, -0.331711, -4.680100], [26.347704, -1.973175, -4.194489], [27.077379, -0.566932, -3.436811], [25.414372, -1.638507, -1.833633], [24.295764, -1.572877, -3.193515], [24.542529, 0.756937, -2.938192], [12.335861, 10.954080, 2.767974], [11.374168, 10.683413, 3.906971], [10.235193, 11.521329, 3.784574], [12.729137, 11.960243, 2.913070], [11.749496, 10.997718, 1.850171], [13.153288, 10.235753, 2.705373], [11.815820, 10.779826, 4.898811], [11.064048, 9.644391, 3.795783], [9.703638, 11.444107, 4.580236], [17.809656, 14.777793, -0.499947], [18.875577, 15.479050, -1.315940], [18.331646, 16.068206, -2.467775], [18.135546, 14.119092, 0.305048], [17.098777, 14.152469, -1.040060], [17.254982, 15.494686, 0.105446], [19.547225, 14.682826, -1.636911], [19.360157, 16.086625, -0.551662], [18.217001, 15.338049, -3.080418], [28.601844, 1.589394, 4.338119], [27.509018, 1.093831, 3.471560], [27.965527, 0.613298, 2.239832], [29.196344, 0.716995, 4.609382], [28.275917, 2.114824, 5.235775], [29.266545, 2.309381, 3.860730], [26.853549, 1.940601, 3.267991], [26.963533, 0.319545, 4.011034], [27.221179, 0.694506, 1.639028], [27.142326, 7.622397, 6.037214], [26.553577, 9.007445, 6.104487], [27.630793, 9.954016, 6.082260], [27.539636, 7.497169, 7.044476], [27.880531, 7.411823, 5.263396], [26.290228, 6.946781, 5.962640], [26.103470, 9.150495, 7.086861], [25.869041, 9.243965, 5.289893], [28.250552, 9.627525, 5.425827], [18.133625, 0.293254, -3.463803], [17.654000, 0.824314, -4.799821], [17.815888, 2.219648, -4.923556], [18.994338, 0.856531, -3.103253], [18.363641, -0.765309, -3.584735], [17.375749, 0.267262, -2.680818], [16.643719, 0.474357, -5.011875], [18.358258, 0.368480, -5.495775], [17.451725, 2.579054, -5.735840], [8.116744, 1.002922, 3.037771], [9.333443, 1.722672, 2.418015], [10.402347, 0.591721, 2.272783], [11.554606, 1.031242, 1.307793], [10.980276, 1.461193, -0.034146], [9.973146, 2.616274, 0.056204], [9.010148, 2.319025, 1.123702], [7.851783, 3.167685, 1.066116], [10.806178, 3.906639, 0.341578], [9.265880, 2.786104, -1.325831], [9.818171, 2.779938, 3.437104], [7.740017, 0.326447, 2.270595], [7.281389, 1.613567, 3.380438], [8.285423, 0.370043, 3.909035], [10.969879, 0.430911, 3.189376], [10.024426, -0.338479, 1.848513], [12.131157, 0.121528, 1.140225], [12.228287, 1.742056, 1.786319], [10.659930, 0.600965, -0.621926], [11.853892, 1.920159, -0.497020], [11.357642, 3.853427, 1.280289], [11.541516, 4.036562, -0.452464], [10.267714, 4.850360, 0.428471], [9.969626, 2.981613, -2.134919], [8.750136, 1.849222, -1.536442], [8.525300, 3.582398, -1.251378], [9.858742, 2.391769, 4.454850], [9.079351, 3.579932, 3.484702], [10.756632, 3.241650, 3.130156], [8.227166, 3.998637, 1.366446], [20.078474, 8.614750, 11.425099], [18.857046, 9.318915, 11.980130], [18.719077, 8.711951, 13.470339], [17.882763, 9.612705, 14.398439], [18.380213, 11.090077, 14.412991], [18.404607, 11.661586, 13.006033], [19.111410, 10.773963, 12.097041], [19.385227, 11.370665, 10.773589], [16.918363, 11.907130, 12.501338], [19.126589, 13.091110, 13.158284], [17.558037, 8.941051, 11.164567], [20.890371, 8.735172, 12.142331], [20.475091, 9.045507, 10.505726], [19.923644, 7.567211, 11.166677], [18.474645, 7.651339, 13.411627], [19.722296, 8.729871, 13.896169], [17.778779, 9.125636, 15.368001], [16.850031, 9.597965, 14.050112], [19.373723, 11.146924, 14.857754], [17.740872, 11.758715, 14.989435], [16.899423, 12.181270, 11.446543], [16.435642, 10.933894, 12.590103], [16.334884, 12.615530, 13.089400], [20.104579, 12.879785, 13.590679], [19.267575, 13.600213, 12.204848], [18.582764, 13.731376, 13.852845], [17.431892, 9.537860, 10.261229], [16.646647, 9.080872, 11.745877], [17.578632, 7.899707, 10.843212], [20.245423, 11.796810, 10.765228], [21.054770, -0.680971, 11.602138], [20.623528, -1.506045, 12.854243], [21.255530, -0.758590, 14.083155], [20.440247, 0.438754, 14.586813], [18.963314, 0.100095, 14.618533], [18.329641, -0.518092, 13.330792], [19.173210, -1.599887, 12.913949], [18.673380, -2.320903, 11.789800], [16.939261, -0.964658, 13.758574], [18.273223, 0.661717, 12.303687], [21.221853, -2.946689, 12.850420], [22.078687, -0.920384, 11.315116], [21.026562, 0.392908, 11.786771], [20.582667, -1.026218, 10.682349], [21.387054, -1.429440, 14.932138], [22.293240, -0.525131, 13.844944], [20.625199, 1.245213, 13.877213], [20.986873, 0.701404, 15.492530], [18.464281, 1.032787, 14.881486], [18.650506, -0.587922, 15.403963], [16.941960, -1.724630, 14.539941], [16.278500, -0.124702, 13.972967], [16.564473, -1.365048, 12.816600], [19.183285, 1.231623, 12.116365], [18.029734, 0.368188, 11.282579], [17.497848, 1.360874, 12.616834], [20.743927, -3.574504, 12.098400], [20.908897, -3.477567, 13.749494], [22.302878, -3.058466, 12.766766], [18.225404, -3.087324, 12.155189], [20.850402, 2.775164, 4.808141], [19.868298, 2.570782, 3.665213], [18.424155, 2.378621, 4.192771], [17.800207, 3.707679, 4.698640], [17.830631, 4.682513, 3.518899], [19.266392, 4.930473, 2.918843], [19.909105, 3.639578, 2.640691], [21.222331, 3.825755, 2.191574], [19.131186, 5.739745, 1.585830], [20.043987, 5.819568, 3.900114], [20.091367, 1.241847, 2.939588], [21.743851, 3.363394, 4.598728], [21.181340, 1.819138, 5.213851], [20.343299, 3.360083, 5.575492], [17.747152, 1.775323, 3.587957], [18.513085, 1.728347, 5.063020], [18.351860, 4.114422, 5.546179], [16.760637, 3.458472, 4.911486], [17.404929, 5.661902, 3.737295], [17.195926, 4.202228, 2.774202], [18.606884, 5.294072, 0.740500], [18.593090, 6.667303, 1.781212], [20.122784, 5.980201, 1.202406], [19.886238, 5.509827, 4.933207], [21.111440, 5.965595, 3.734837], [19.619490, 6.822713, 3.860233], [19.822708, 0.323659, 3.461943], [21.123798, 1.140542, 2.605028], [19.529517, 1.197895, 2.006593], [21.056333, 3.345761, 1.376928]],
  "forces_ev_per_a": [[-0.7, 0.1, 0.1], [-0.6, -0.3, 0.0], [0.4, -0.8, 0.1], [0.0, 0.2, 0.0], [0.1, 0.0, 0.2], [-0.3, -0.2, 0.0], [0.3, 0.2, -0.4], [0.8, 0.8, -0.1], [0.0, -0.1, 0.1], [0.1, 0.4, 0.4], [0.6, -0.2, 0.8], [0.1, 0.3, -0.8], [0.0, -0.4, -0.4], [-0.3, 0.1, 0.3], [-0.2, 0.4, -0.2], [0.3, -0.3, -0.3], [-0.7, -0.5, 0.1], [0.0, 0.1, -0.1], [1.5, -1.1, 0.4], [-1.0, 1.0, 0.0], [-0.6, 0.2, 0.5], [-0.3, -0.1, 0.1], [0.2, 0.0, -0.5], [0.1, 0.1, -0.2], [0.6, -0.4, -0.5], [-0.6, 0.0, 0.4], [0.0, 0.1, -0.1], [-0.4, 1.1, 0.4], [-0.1, -0.9, -0.2], [0.1, 0.3, -0.2], [0.3, 0.0, -0.1], [0.2, -0.3, -0.1], [-0.2, 0.0, 0.0], [0.3, 0.2, 0.0], [-0.2, -0.3, 0.2], [0.0, 0.0, 0.0], [-1.2, -0.2, 1.2], [-0.3, -2.4, 0.9], [0.2, 0.9, 0.1], [0.9, -0.2, -0.2], [0.0, 0.3, -0.5], [-0.4, 0.3, -0.4], [0.6, 0.2, 0.1], [0.3, 0.9, -1.0], [-0.1, 0.2, -0.2], [1.4, -0.1, 0.4], [-1.2, 1.0, 0.2], [0.5, -0.3, -0.5], [0.3, 0.2, 0.3], [-0.4, -0.4, 0.1], [0.0, -0.1, -0.4], [-0.5, 0.0, 0.1], [-0.3, -0.1, 0.0], [0.1, -0.2, -0.2], [-1.2, -0.3, 1.1], [1.2, 0.7, -0.3], [-0.1, 0.2, 0.0], [0.6, -0.5, -0.3], [-0.1, 0.2, 0.0], [0.2, -0.4, -0.2], [-0.4, 0.0, -0.3], [-0.3, -0.1, 0.1], [0.1, 0.2, -0.1], [-0.6, 0.0, 0.5], [0.9, -0.6, -0.5], [-0.1, 0.7, 0.8], [0.1, -0.2, -0.1], [0.4, 0.0, -0.1], [-0.1, 0.5, 0.0], [-0.1, 0.1, -0.1], [-0.3, -0.2, -0.6], [-0.1, -0.4, -0.1], [-0.9, -0.2, -0.6], [0.1, -0.4, 1.6], [1.6, 1.6, -1.3], [-1.3, -1.2, 0.4], [1.2, 1.0, 0.4], [0.2, 0.6, 0.1], [-0.9, -1.2, -1.4], [1.3, -0.7, 0.7], [0.2, 0.0, 0.2], [-0.2, -0.4, 1.2], [-0.3, 0.2, -0.3], [-0.2, 0.0, -0.1], [0.1, 0.5, -0.4], [0.9, 0.1, 0.0], [-0.9, -0.3, 0.5], [-0.4, 0.1, 0.3], [0.3, 0.1, 0.0], [-0.2, 0.3, -0.2], [-0.3, 0.1, 0.1], [-0.1, -0.3, -0.9], [0.1, -0.3, 0.0], [0.0, 0.1, -0.1], [-0.5, -0.1, -0.3], [0.1, 0.1, 0.2], [-0.1, 0.0, -0.1], [0.1, 0.0, -0.2], [0.3, -0.2, -0.1], [-0.1, 0.1, -0.1], [0.1, -0.2, 0.3], [-0.4, 0.7, 0.2], [0.9, 0.5, -0.7], [-1.3, -0.7, 0.9], [0.7, 2.0, -0.7], [-0.7, -0.3, -0.4], [-0.1, -1.5, -0.1], [-1.2, 2.4, -0.8], [2.2, 0.1, -0.5], [-1.7, -0.8, 0.8], [0.8, -0.9, 0.3], [0.0, -1.8, -0.4], [0.4, 0.3, 0.2], [0.0, -0.3, 0.1], [-0.3, 0.3, -0.2], [-0.2, -0.1, 0.5], [-0.6, 0.2, 0.0], [0.3, 0.0, -0.1], [0.5, 0.3, 0.3], [-0.2, 0.1, -0.2], [0.2, -0.1, -0.1], [-0.2, -0.3, 0.2], [0.1, 0.1, 0.1], [-0.3, 0.2, -0.1], [0.3, 0.2, 0.1], [0.2, 0.2, 0.0], [-0.2, 0.0, 0.0], [-0.2, -0.1, -0.1], [0.3, 0.2, 0.0], [0.1, 0.0, 0.1], [0.2, -0.1, 0.1], [0.3, -0.2, 0.8], [0.9, -1.1, -0.3], [1.5, 0.5, -0.4], [-0.8, -0.9, 0.0], [1.4, -0.9, -1.3], [-0.2, 0.1, 0.7], [1.5, 2.8, 0.6], [-0.2, -1.8, 1.4], [0.1, 0.9, -0.2], [0.0, -0.2, -1.9], [-0.7, -0.1, -0.6], [-1.1, -0.3, -0.1], [0.5, 0.1, 0.6], [-0.3, -0.2, -0.3], [-0.9, 0.5, 0.2], [-0.4, -0.5, 0.0], [-0.1, 0.4, -0.4], [-0.3, 0.3, 0.1], [-0.9, 0.4, 0.5], [-0.5, 0.0, -0.3], [0.7, -0.1, 0.4], [0.1, 0.1, 0.0], [0.3, 0.0, 0.4], [-0.6, -0.5, 0.2], [0.2, -0.2, 0.8], [-0.4, -0.5, 0.0], [0.0, 0.1, 0.0], [0.3, 0.3, -0.5], [0.1, 0.3, 0.5], [0.0, 0.5, -0.1], [0.1, -0.1, 0.2], [-0.1, 0.4, 0.6], [-0.9, -0.9, -0.8], [0.4, 1.0, 1.8], [0.2, -0.5, -1.4], [0.7, -0.3, -0.4], [-0.5, 0.3, -0.2], [-2.1, -0.2, 0.9], [0.1, -0.3, -0.5], [0.2, -0.1, 0.3], [-0.3, 0.5, 0.5], [1.1, -0.2, -1.2], [0.0, -0.2, -0.6], [-0.1, 0.0, 0.1], [0.1, -0.3, 0.4], [0.1, 0.6, -0.8], [0.3, -0.1, 0.3], [-0.3, -0.2, 0.2], [0.0, 0.4, 0.6], [0.0, 0.0, 0.1], [0.1, 0.2, -0.4], [-0.2, -0.7, 0.3], [0.1, 0.1, 0.2], [0.1, 0.2, 0.2], [0.2, -0.2, 0.0], [0.0, -0.5, -0.3], [-0.1, 0.1, -0.1], [0.1, 0.3, 0.6], [0.3, -0.1, 0.2], [-0.3, 0.3, 0.0], [1.1, 0.2, -0.5]]
}